*one*
# C5H8N2O

A structure of composition C5H8N2O (ωB97M-V with the def2-TZVPD basis set, the Open Molecules 2025 dataset).

Geometry as ORCA input:
```
! wB97M-V def2-TZVPD RIJCOSX def2/J DEFGRID3
* xyz 0 1
C 1.035 -0.637 0.175
C 0.504 -0.142 -1.226
C -0.223 1.109 -1.048
C -1.245 1.112 -0.059
C -1.100 0.256 0.997
H 1.795 0.213 0.484
H 1.493 -1.525 0.389
H 1.336 -0.290 -1.868
H -0.315 -0.934 -1.438
H -0.671 1.499 -2.066
H 0.740 2.124 -1.066
H -2.072 1.561 -0.367
H -1.830 0.179 1.736
N -0.223 -1.543 2.130
N -0.032 -0.661 1.062
O 0.809 -2.321 2.166
*
```

Summary:
HOMO = -0.3156 hartree

=====

*two*
# C5H8N2O

A cluster of 2 separate species, C5H8N2O in total (ωB97M-V with the def2-TZVPD basis set, the Open Molecules 2025 dataset).

Geometry as ORCA input:
```
! wB97M-V def2-TZVPD RIJCOSX def2/J DEFGRID3
* xyz 0 1
C -1.365 -0.375 -0.976
C 1.613 -1.202 -1.743
C -0.781 0.057 0.149
N 1.781 -1.693 -0.669
C -0.466 1.472 0.322
C -0.108 2.058 1.457
N -0.522 -0.791 1.220
O 1.270 -0.705 -2.726
H 0.283 -0.538 1.771
H 2.558 -2.101 -0.202
H -0.531 -1.769 0.972
H -1.613 -1.412 -1.121
H -1.633 0.302 -1.764
H -0.558 2.062 -0.580
H -0.031 1.523 2.390
H 0.103 3.114 1.500
*
```

Summary:
SMILES string = C=CC(=C)N.N=C=O
HOMO = -0.2967 hartree

=====

*three*
# C5H8N2O

A structure of composition C5H8N2O (ωB97M-V with the def2-TZVPD basis set, the Open Molecules 2025 dataset).

Geometry as ORCA input:
```
! wB97M-V def2-TZVPD RIJCOSX def2/J DEFGRID3
* xyz 0 1
C -1.736 0.134 0.555
C 0.788 0.545 0.296
C 1.117 0.176 -1.039
C -0.370 -0.513 0.666
C 1.345 0.667 -2.231
O 0.020 -1.231 -0.943
N 1.421 1.286 1.113
N -0.058 -1.370 1.622
H 0.503 -1.982 -0.551
H 1.064 1.093 2.060
H -0.806 -1.442 2.312
H -1.842 0.918 1.307
H -1.876 0.583 -0.430
H -2.508 -0.621 0.714
H 1.108 0.118 -3.137
H 1.830 1.638 -2.315
*
```

Summary:
HOMO = -0.3055 hartree

=====

*four*
# C5H8N2O

The molecule C5H8N2O (ωB97M-V with the def2-TZVPD basis set, the Open Molecules 2025 dataset).

Geometry as ORCA input:
```
! wB97M-V def2-TZVPD RIJCOSX def2/J DEFGRID3
* xyz 0 1
C -0.483 -0.448 2.142
C -0.857 0.528 1.120
C 0.232 -1.405 1.510
C -0.328 0.143 -0.029
C -0.216 1.892 -1.594
N 0.510 -1.160 0.181
N 1.018 -1.941 -0.786
O -0.330 0.554 -1.386
H -0.676 -0.241 3.155
H -1.350 1.453 1.315
H 0.685 -2.399 1.840
H -0.883 2.615 -1.198
H -0.044 1.974 -2.644
H 0.828 2.021 -1.044
H 1.661 -1.356 -1.207
H 0.234 -2.232 -1.374
*
```

Summary:
SMILES string = COc1cccn1N
HOMO = -0.2931 hartree

=====

Stability ranking, top and bottom: *two* is the most stable and *one* is the least stable.